[1]
Density functional theory data (ωB97M-V/def2-TZVPD) for C15H23OOs as an isolated structure.

XYZ file:
```
40
Properties=species:S:1:pos:R:3:forces:R:3
C -0.12613 0.02662 -2.03236 -0.7 1.3 -4.1
C 0.40919 1.43582 -2.27629 0.0 -0.2 0.7
C 0.66717 -1.00615 -2.82981 0.1 -0.3 1.1
C -1.59295 0.02603 -2.49517 0.3 -0.1 0.5
H 0.52147 -0.81635 -3.90708 0.0 0.0 0.3
H 0.32029 -2.02789 -2.60978 0.2 0.2 -0.3
H 1.74476 -0.95654 -2.61450 -0.3 -0.1 -0.3
H 0.21141 1.73265 -3.32230 0.0 -0.2 0.3
H 1.48299 1.53497 -2.10431 0.0 0.0 -0.1
H -0.12078 2.14426 -1.63290 0.1 0.1 -0.1
H -1.64167 0.29856 -3.57132 0.1 -0.1 0.5
H -2.17078 0.77158 -1.94596 -0.1 0.0 -0.1
H -2.08088 -0.93980 -2.37718 -0.1 0.0 -0.1
C 1.94211 -0.83071 2.12750 1.6 1.3 2.2
C 2.64108 -1.15934 0.93196 0.3 -0.6 -0.3
C 2.37684 -0.14087 -0.04058 0.9 1.0 0.6
H 3.17053 -2.09077 0.74465 0.0 0.3 0.1
C 1.54614 0.84475 0.58927 0.6 0.7 -0.4
C 1.28142 0.40927 1.91430 1.2 0.9 2.0
H 0.65551 0.94057 2.61977 0.2 -0.1 -0.1
H 1.87525 -1.43924 3.02308 0.3 0.3 -0.2
H 2.68479 -0.12737 -1.07564 0.1 0.0 0.2
H 1.18730 1.75694 0.12289 0.0 -0.3 0.3
C -1.17864 -1.01778 1.83818 -1.4 -0.6 1.8
C -0.51153 -2.25439 2.06184 -1.8 -0.6 2.3
C -0.53829 -2.99122 0.85031 0.5 -0.5 -0.3
H -0.03620 -2.55863 2.99526 -0.4 0.0 -0.4
C -1.22980 -2.22799 -0.13325 -1.3 -0.2 0.4
C -1.62449 -0.99513 0.48750 -1.1 0.1 -0.5
H -2.08826 -0.14661 -0.01044 0.0 -0.4 0.3
H -1.27647 -0.19980 2.54491 -0.2 -0.3 -0.2
H -0.04077 -3.94471 0.67421 -0.3 0.3 0.1
H -1.40461 -2.51223 -1.16502 0.1 0.1 0.3
Os 0.50909 -1.05705 0.54990 0.9 -1.9 -6.7
C -0.95632 3.45421 2.06845 0.1 0.2 0.0
O -1.69825 2.28433 1.71045 -0.7 0.1 0.0
H -0.23611 3.69748 1.27253 -0.3 0.0 0.2
H -0.38933 3.26976 2.99184 -0.2 0.1 -0.1
H -1.64273 4.30067 2.21160 0.4 -0.1 0.0
H -2.64233 2.51214 1.81352 0.7 -0.4 -0.1
```
Forces are in eV/Å.

DFT total energy = -20429.2199 eV
highest occupied orbital energy (alpha / beta) = -0.317 / -0.484 hartree
E_LUMO (alpha / beta) = -2.233 / -5.909 eV
spin multiplicity = 5
total charge = +1

---

[2]
Density functional theory data (ωB97M-V/def2-TZVPD) for C15H24INO as an isolated structure.

XYZ file:
```
42
Properties=species:S:1:pos:R:3:forces:R:3
C -1.94305 1.27403 3.44878 0.0 -0.2 0.0
C -1.78957 -0.24486 3.63967 0.6 1.4 0.2
O -0.79945 -0.75276 2.71417 0.2 -0.3 -0.3
C -1.32775 -1.57466 1.73389 -1.1 0.1 0.3
C -2.41858 -0.94917 0.84992 -0.8 0.1 -0.6
C -2.24381 -1.27847 -0.65066 0.7 -0.5 0.6
C -0.82890 -0.90120 -1.20745 -1.3 0.2 0.5
C 0.16268 -0.81036 -0.06226 0.3 -0.6 -0.6
C 1.63057 -0.96952 -0.45713 -0.1 0.1 0.0
C 2.08997 -0.02362 -1.54724 0.3 -0.2 -0.6
C 2.88119 -0.53204 -2.57572 -0.2 0.0 0.1
C 3.35348 0.29981 -3.57163 0.6 0.1 -0.6
C 3.06645 1.65411 -3.57624 -0.5 0.2 0.4
C 2.26252 2.16526 -2.56823 0.2 -0.3 -0.1
C 1.78643 1.33919 -1.55778 -0.3 0.3 1.4
C 0.92137 1.96348 -0.45401 2.5 -1.7 -2.6
N -0.18368 -1.94994 0.86157 0.8 0.0 0.8
H -1.81868 1.79496 4.39661 -0.2 0.0 0.1
H -2.89527 1.54848 3.00167 0.0 0.1 0.0
H -1.15121 1.65256 2.80331 -0.1 0.0 -0.2
H -1.35750 -0.38333 4.62759 -0.1 -0.5 0.0
H -2.74152 -0.76169 3.53482 0.1 -0.3 0.1
H -1.69751 -2.48237 2.22895 0.0 -0.2 -0.4
H -2.52544 0.12604 1.00407 0.5 0.1 0.1
H -3.38013 -1.37688 1.13872 0.0 0.0 0.2
H -2.37863 -2.36598 -0.71890 0.0 0.0 -0.2
H -3.03577 -0.84548 -1.25259 0.0 0.2 0.1
H -0.92111 0.08685 -1.65064 0.3 -0.1 -0.3
H -0.57254 -1.65872 -1.94802 0.4 0.2 -0.1
H -0.00768 0.08567 0.52210 0.0 0.0 0.1
H 1.77710 -2.00092 -0.80187 0.0 0.0 -0.1
H 2.27459 -0.87563 0.42730 -0.1 0.2 0.1
H 3.13249 -1.58661 -2.59041 0.0 0.0 0.0
H 3.99161 -0.07525 -4.36194 0.0 -0.2 0.1
H 3.43608 2.33752 -4.32749 0.1 -0.2 -0.2
H 2.02565 3.22055 -2.53888 -0.1 0.0 0.0
H -0.11947 1.60370 -0.60146 1.4 0.1 -0.1
H 1.25153 1.69268 0.54833 0.1 0.1 0.0
H 0.85503 3.07197 -0.54843 1.4 -1.7 -0.4
H -0.36219 -2.81568 0.35500 -0.2 0.1 -0.2
H 0.61719 -2.14083 1.46959 0.0 0.1 0.1
I -1.01647 3.43909 0.26294 -5.4 3.3 2.4
```
Forces are in eV/Å.

DFT total energy = -27579.3961 eV
highest occupied orbital energy = -0.193 hartree
E_LUMO = -0.607 eV
energy above the lowest of the compared OMol25 structures with the same formula, charge and spin = 9.3 kcal/mol
total charge = 0

---

[3]
Density functional theory data (ωB97M-V/def2-TZVPD) for C15H24LiO11S as an isolated structure.

XYZ file:
```
52
Properties=species:S:1:pos:R:3:forces:R:3
Li -0.73756 -0.09963 -1.37740 0.4 0.3 0.2
S -1.05656 2.17337 0.93660 2.3 3.1 4.1
O -0.36756 1.79937 2.12260 2.3 -0.7 3.2
O -1.04556 1.02737 0.13160 -0.9 -7.8 -6.5
O -2.36656 2.52337 1.33760 -3.9 1.6 -0.6
O -0.26656 3.12437 0.18260 -0.3 2.6 -1.7
C 0.62244 0.17837 -4.24640 -1.0 -1.4 0.7
O 0.06344 0.73637 -3.07340 -0.5 -1.1 1.1
H 1.44644 0.73637 -4.33440 3.7 1.8 -1.2
H -0.04556 0.51337 -4.97940 -0.9 -0.8 -2.0
H 0.99944 -0.84463 -4.22840 -1.0 -0.2 0.2
H 0.29644 1.61737 -3.31740 -0.4 1.6 1.4
C 1.03544 -2.21563 0.17760 -3.6 -5.9 -0.4
O 0.73244 -2.03463 -1.20340 -1.4 -0.5 -1.9
H 1.79644 -1.60963 0.26960 3.9 3.1 1.6
H 1.37044 -3.34063 0.24060 -0.3 2.1 0.5
H 0.16944 -2.08063 0.89660 1.0 0.2 -1.0
H 0.47944 -2.87063 -1.68340 0.3 1.4 1.2
C -3.13056 -0.07763 -2.37240 -1.9 0.6 1.5
O -2.25856 -1.17163 -2.22540 4.5 4.1 -2.7
H -3.39956 0.23237 -1.22140 0.3 0.0 -3.2
H -3.96656 -0.51963 -2.94240 -0.4 0.8 0.6
H -2.75656 0.76337 -3.06740 0.1 -1.4 1.6
H -2.63656 -1.89163 -1.87740 -2.5 -3.8 2.3
C 5.44544 2.73337 -0.42640 -0.6 -1.7 -0.7
C 4.38844 3.33537 0.31860 0.3 -9.3 -8.7
C 3.12944 2.83437 0.06860 -3.6 2.7 1.9
C 2.79644 1.68437 -0.62840 1.4 -0.8 -1.2
C 3.81844 1.01037 -1.36840 4.0 12.1 7.3
C 5.19644 1.61937 -1.30640 -4.9 0.1 1.3
O 6.06344 1.14537 -2.21640 2.3 1.0 0.0
O 2.09744 3.66637 0.67160 6.1 -0.9 0.3
H 6.48544 2.99937 -0.32340 0.1 0.4 0.0
H 4.43744 3.98537 0.94760 1.2 7.8 7.0
H 1.75344 1.35337 -0.65440 0.4 0.1 0.1
H 3.55744 0.25637 -1.78840 -2.4 -9.2 -5.6
H 5.82244 0.27137 -2.45840 -0.4 -1.1 -0.3
H 1.26344 3.57537 0.28460 -3.2 -1.1 -1.0
C -2.54956 -3.01663 2.17660 -2.7 6.3 6.0
C -2.86156 -3.41963 3.50960 -1.1 4.5 -0.4
C -3.35856 -2.43763 4.45960 1.9 0.7 -6.0
C -3.40056 -1.07663 4.08860 1.6 -5.0 -3.0
C -3.00556 -0.63463 2.86860 1.1 0.4 -2.1
C -2.60956 -1.60463 1.89260 0.4 -0.6 1.2
O -2.17956 -1.23863 0.68860 -1.9 -5.0 -1.3
O -3.82856 -2.79863 5.58360 -0.3 -4.7 3.2
H -2.20756 -3.78663 1.71360 2.3 -4.0 -4.2
H -2.64156 -4.39963 3.70960 0.0 -2.3 1.1
H -3.71256 -0.52463 4.81160 -1.9 4.2 4.2
H -2.87756 0.47137 2.63760 -0.3 -1.5 0.1
H -1.77756 -0.46663 0.43560 1.6 4.7 0.6
H -4.22256 -2.20563 6.15860 -0.9 2.3 1.1
```
Forces are in eV/Å.

DFT total energy = -49502.2060 eV
highest occupied orbital energy = -0.140 hartree
E_LUMO = 1.697 eV
energy above the lowest of the compared OMol25 structures with the same formula, charge and spin = 68.5 kcal/mol
total charge = -1

---

[4]
Density functional theory data (ωB97M-V/def2-TZVPD) for C15H24N2O as an isolated structure.

XYZ file:
```
42
Properties=species:S:1:pos:R:3:forces:R:3
C -4.73549 -2.62970 0.79602 -0.7 3.5 1.9
C -3.45686 -2.27120 -0.18828 -5.2 3.7 1.5
C -2.82556 -0.83936 0.19331 -5.5 -2.3 1.5
C -1.75541 -0.58789 -0.71151 -0.8 -5.9 -2.8
N -1.14930 0.49594 -0.39304 0.2 10.9 2.5
C -1.88080 1.76189 -0.73832 4.1 0.6 -2.8
C -1.44541 2.98354 0.12475 4.8 1.6 -10.8
N -0.01612 3.00362 0.33462 -0.5 -1.0 5.2
H -0.06781 2.56306 1.27500 1.2 0.6 -0.1
C 0.81815 2.09932 -0.44469 -4.3 1.8 0.1
H 1.76833 2.36528 -0.11099 1.9 -1.1 0.3
C 0.16868 0.78445 -0.54510 6.6 -7.1 1.0
H 0.57139 0.03987 -1.51967 -0.5 2.4 2.0
C 0.96194 -0.01654 0.73800 1.3 -1.6 -9.7
C 2.38826 -0.35512 0.30917 -1.9 9.3 10.9
C 2.72878 -1.30686 -0.38556 7.3 -7.0 -6.9
C 4.16939 -1.64614 -0.73942 -1.4 3.3 1.2
C 5.06983 -0.80494 -0.03841 1.7 -0.5 -2.1
C 4.82498 0.28882 0.76914 -8.2 0.2 4.2
C 3.34905 0.42939 1.22146 6.5 -9.4 -11.7
H 3.04902 1.10419 1.76176 -3.1 7.0 6.0
H 5.35371 0.84735 1.51957 1.6 -0.1 -0.6
O 6.40902 -0.86827 -0.36537 0.6 -0.8 -0.2
H 6.91507 -0.36257 0.28930 -0.2 -0.2 -0.4
H 4.44335 -2.03950 -1.76754 -0.3 -0.1 1.9
H 2.13628 -1.83093 -1.04559 -2.1 -1.1 -0.9
H 0.81890 0.26569 1.62943 -0.6 3.6 6.7
H 0.46781 -0.90074 0.78056 -1.7 -3.1 -0.2
H 0.63463 2.54512 -1.32430 0.5 1.7 -4.1
H -1.98158 3.28651 0.87092 -3.1 1.3 4.5
H -1.37511 4.07788 -0.77561 -1.5 -3.0 2.3
H -1.65262 1.92348 -1.99806 -0.6 -0.1 3.3
H -2.87278 1.77409 -0.64868 -4.1 -1.0 0.2
H -1.10122 -1.49333 -0.67654 0.0 0.7 -0.2
H -2.19031 -0.53559 -1.72537 0.1 -0.4 -0.5
H -2.58203 -0.78509 1.28605 0.1 -0.1 -1.0
H -3.71851 -0.14206 0.00974 1.3 -0.6 0.5
H -2.85518 -3.02823 0.13466 2.2 -2.2 -0.6
H -3.96738 -2.15591 -1.20531 1.6 -0.9 1.0
H -5.33086 -3.45420 0.50419 0.0 -1.3 -0.5
H -4.38442 -2.78784 1.90745 -0.6 0.3 -2.2
H -5.70177 -1.79747 0.89227 3.1 -1.7 -0.4
```
Forces are in eV/Å.

DFT total energy = -20959.8784 eV
highest occupied orbital energy = -0.289 hartree
E_LUMO = 0.319 eV
energy above the lowest of the compared OMol25 structures with the same formula, charge and spin = 310.0 kcal/mol
total charge = 0

---

[5]
Density functional theory data (ωB97M-V/def2-TZVPD) for a 2-piece molecular cluster, C15H24N2O6 overall.

XYZ file:
```
47
Properties=species:S:1:pos:R:3:forces:R:3
N 3.06054 -2.64609 -4.87743 -0.4 0.4 0.6
O 4.13003 -2.68862 -5.16429 0.2 0.0 0.1
C 2.13136 2.19311 2.53627 -0.5 0.0 -0.2
C 0.77767 2.35791 1.82579 -0.7 0.3 -0.5
C -0.40908 1.74585 2.63979 0.8 -0.3 0.3
C -0.14781 0.40353 1.90378 -0.7 0.1 -0.4
C 0.53717 1.21882 0.75496 1.0 -0.1 0.4
C -0.34135 1.64170 -0.43674 0.3 0.0 0.5
C -0.92754 0.53415 -1.30937 0.2 -0.1 -0.2
C 0.07454 -0.52778 -1.84398 -1.1 -0.3 -0.3
C -0.23936 -1.92161 -1.23716 2.7 0.0 -0.1
C 0.25380 -2.12710 0.21012 0.1 -0.3 0.3
C -0.84538 -1.95723 1.27064 0.0 -0.3 -0.2
C -1.26892 -0.54321 1.54702 0.3 0.1 0.7
C -2.54892 -0.21913 1.60283 0.0 0.0 0.2
O -1.61480 -2.18103 -1.35826 -1.3 -0.5 -0.1
N -1.83114 -3.52278 -1.22182 -0.8 -3.8 0.4
O -2.98417 -3.92131 -1.04356 1.6 2.0 -0.5
O -0.86976 -4.29693 -1.26035 -1.2 1.5 -0.1
C -0.02974 -0.64386 -3.36112 0.1 -0.1 -0.1
O 1.43567 -0.19348 -1.51896 -0.4 0.2 -0.5
O 2.27085 -1.14064 -1.98523 0.5 -0.6 -0.3
C 0.55918 3.80899 1.36822 0.3 -0.4 0.2
H 2.94773 2.55376 1.91265 0.0 0.0 -0.1
H 2.14643 2.74747 3.47221 0.0 0.1 0.1
H 2.33298 1.14885 2.76981 0.0 -0.1 0.0
H -0.23598 1.72166 3.72313 -0.3 0.0 -0.1
H -1.37407 2.21001 2.40177 0.3 -0.1 0.0
H 0.60109 -0.18149 2.46591 -0.1 0.3 -0.3
H 1.47880 0.75651 0.41525 -0.5 0.3 0.0
H -1.17487 2.24225 -0.05802 0.0 -0.1 -0.1
H 0.25347 2.31353 -1.06667 0.0 0.0 0.1
H -1.73891 0.01493 -0.78679 0.4 0.2 -0.1
H -1.42248 0.99969 -2.16970 0.2 0.0 0.0
H 0.27343 -2.65987 -1.87787 -0.1 0.6 0.4
H 0.65451 -3.14752 0.29373 -0.2 0.3 -0.1
H 1.10622 -1.46734 0.40061 -0.2 0.0 -0.1
H -1.71757 -2.55336 0.97565 0.1 0.1 0.3
H -0.50373 -2.38802 2.21999 0.2 0.0 -0.1
H -3.30420 -0.95723 1.42285 -0.3 -0.3 -0.2
H -2.88316 0.76024 1.87502 -0.1 0.4 0.1
H -1.03368 -0.95619 -3.65142 0.0 0.1 0.0
H 0.21063 0.30679 -3.83439 -0.1 0.1 0.0
H 0.68512 -1.38284 -3.72172 0.0 0.0 0.0
H -0.42118 3.95561 0.92052 0.0 0.0 0.0
H 0.63250 4.48732 2.21777 0.0 0.1 0.1
H 1.31409 4.10198 0.63855 0.1 0.1 -0.1
```
Forces are in eV/Å.

DFT total energy = -31195.9928 eV
highest occupied orbital energy (alpha / beta) = -0.267 / -0.268 hartree
E_LUMO (alpha / beta) = -3.354 / -3.357 eV
energy above the lowest of the compared OMol25 structures with the same formula, charge and spin = 355.0 kcal/mol
total charge = 0